A molecular structure, C29H30ClCoF6N9O5S3. Source: the Open Molecules 2025 dataset; level of theory: ωB97M-V with the def2-TZVPD basis set.

Each line ends with the Löwdin spin population.
Cartesian coordinates (Å):
1 Co 0.48181 0.85971 -0.82813  1.109
2 Cl -3.31576 0.39631 0.75322  -0.002
3 C -3.27800 1.71169 -0.39193  -0.012
4 C -4.46782 2.01615 -1.03646  0.002
5 C -4.52942 3.09425 -1.90184  -0.013
6 C -3.39300 3.87000 -2.09363  0.002
7 C -2.21466 3.54091 -1.45105  -0.011
8 C -2.09993 2.43458 -0.59374  -0.006
9 C -0.81006 2.12490 0.05623  -0.095
10 H -5.34126 1.40925 -0.84033  0.000
11 H -5.45916 3.33690 -2.39903  -0.001
12 H -3.43060 4.74363 -2.73291  0.000
13 H -1.33884 4.16368 -1.59534  -0.001
14 H -0.94227 1.70662 1.05369  -0.004
15 H -0.20448 3.03384 0.09055  -0.003
16 O -0.77146 -0.25746 -2.39901  0.024
17 H -0.20204 -0.82348 -2.93690  0.001
18 H -1.00467 0.49080 -2.97997  0.000
19 N -1.13295 -3.56260 4.67347  0.000
20 C -1.77337 -4.64769 5.23411  0.000
21 C -1.84255 -5.13168 6.53668  0.000
22 C -2.60115 -6.26827 6.73342  0.000
23 C -3.26855 -6.90111 5.67125  0.000
24 C -3.19452 -6.41368 4.38325  0.000
25 C -2.43296 -5.26570 4.16447  0.000
26 N -2.19498 -4.57217 2.99142  0.000
27 C -1.42552 -3.57742 3.33223  0.000
28 C -0.92456 -2.56214 2.39704  -0.001
29 C -0.09817 -1.51306 2.79366  0.000
30 C 0.31263 -0.59241 1.85445  -0.001
31 N -0.04344 -0.63790 0.56668  -0.006
32 C -0.82332 -1.65387 0.19101  -0.001
33 C -1.28045 -2.62681 1.06192  0.000
34 H -0.55779 -2.89615 5.15284  0.000
35 H -1.32889 -4.64769 7.35720  0.000
36 H -2.68472 -6.68265 7.72959  0.000
37 H -3.85094 -7.79017 5.87395  0.000
38 H -3.70400 -6.89652 3.56040  0.000
39 H 0.24888 -1.40137 3.81238  0.000
40 H 0.96466 0.21702 2.14559  0.000
41 H -1.10657 -1.67601 -0.84728  0.000
42 H -1.90823 -3.42989 0.70567  0.000
43 C -1.91997 4.16483 -5.73886  0.000
44 C -0.86499 3.05918 -5.70888  0.000
45 C -0.10559 3.03163 -4.42354  0.000
46 N -0.29860 2.17103 -3.49172  0.000
47 N 0.48912 2.35502 -2.38701  -0.007
48 C 1.29411 3.37075 -2.51316  -0.001
49 N 2.15113 3.77808 -1.54542  0.000
50 S 1.11112 4.20266 -4.01702  0.000
51 H -2.47645 4.13170 -6.67497  0.000
52 H -1.46389 5.15239 -5.65289  0.000
53 H -2.62277 4.04050 -4.91520  0.000
54 H -0.16401 3.17900 -6.53752  0.000
55 H -1.33548 2.08160 -5.81526  0.000
56 H 2.35303 3.04796 -0.86739  0.000
57 H 2.95684 4.29556 -1.85478  0.000
58 F 1.49806 -1.16936 -4.34825  0.000
59 C 2.67950 -0.53205 -4.30531  0.000
60 F 3.56809 -1.23571 -4.98296  0.000
61 F 2.51792 0.64895 -4.91279  0.000
62 S 3.24159 -0.24616 -2.53271  0.000
63 O 2.97350 1.15109 -2.31505  0.000
64 O 4.59663 -0.69372 -2.48236  0.000
65 N 2.19872 -1.05236 -1.62045  0.001
66 S 2.35368 -2.65179 -1.55963  0.000
67 O 3.18698 -3.17861 -2.59543  0.000
68 O 1.07727 -3.23790 -1.29473  0.000
69 C 3.27932 -2.90723 0.01759  0.000
70 F 3.46510 -4.21176 0.21390  0.000
71 F 2.57832 -2.41943 1.04900  0.000
72 F 4.46576 -2.30396 0.00151  0.000
73 C 3.07056 2.94388 3.78709  0.000
74 N 2.95152 2.25076 2.51670  0.001
75 C 3.84054 1.34724 1.98426  0.001
76 C 3.32892 0.97709 0.77906  0.002
77 N 2.13637 1.63137 0.56154  0.020
78 C 1.95083 2.38783 1.62636  0.001
79 H 3.94361 2.56301 4.30960  0.000
80 H 2.18830 2.76589 4.39921  0.000
81 H 3.19237 4.01421 3.62964  0.000
82 H 4.73297 1.04902 2.50615  0.000
83 H 3.74477 0.28521 0.07104  0.000
84 H 1.10831 3.04028 1.79175  0.000

Results
**⟨S²⟩**: 0.81
**Highest occupied orbital energy (spin up / spin down)**: -7.74 / -7.80 eV
**Energy**: -153169.495 eV
**Gap between HOMO and LUMO (spin up / spin down)**: 7.73 / 7.82 eV
**2S+1**: 2